(1)
Density functional theory data (ωB97M-V with the def2-TZVPD basis set) for 12 unconnected molecules or ions with the total composition C36H96O36S12.

```
! RIJCOSX wB97M-V def2-TZVPD def2/J DEFGRID3
* xyz 0 1
C -0.618 5.766 -10.070
C 0.877 5.977 -9.953
O 1.628 4.971 -10.639
S 2.061 3.559 -9.965
C 0.672 2.537 -10.489
O 3.261 3.127 -10.634
O 1.979 3.710 -8.540
H -1.160 6.687 -9.859
H -0.976 5.055 -9.320
H -0.847 5.362 -11.056
H 1.148 6.935 -10.400
H 1.242 6.057 -8.928
H -0.079 2.733 -9.727
H 1.126 1.552 -10.379
H 0.437 2.779 -11.517
C 7.812 4.363 -12.296
C 7.953 5.168 -13.598
O 6.728 5.843 -13.823
S 6.479 6.758 -15.146
C 6.907 5.645 -16.506
O 5.052 6.997 -15.205
O 7.387 7.868 -15.176
H 7.960 5.099 -11.503
H 8.545 3.581 -12.109
H 6.819 3.914 -12.270
H 8.820 5.811 -13.450
H 8.200 4.419 -14.357
H 6.432 4.695 -16.259
H 7.977 5.531 -16.631
H 6.358 6.071 -17.343
C 10.417 -0.536 -8.966
C 8.904 -0.646 -8.632
O 8.344 0.620 -8.233
S 8.289 1.816 -9.313
C 6.513 1.905 -9.537
O 8.686 3.064 -8.728
O 8.769 1.338 -10.592
H 10.486 -0.350 -10.036
H 10.853 -1.519 -8.794
H 10.818 0.282 -8.374
H 8.345 -1.129 -9.431
H 8.842 -1.259 -7.735
H 6.123 1.983 -10.549
H 6.200 2.831 -9.052
H 6.093 1.035 -9.040
C 5.185 6.296 -10.188
C 4.620 5.670 -8.876
O 5.120 6.350 -7.734
S 5.529 5.395 -6.471
C 3.888 5.114 -5.789
O 6.022 4.133 -6.944
O 6.318 6.162 -5.544
H 6.176 5.852 -10.298
H 5.328 7.358 -9.987
H 4.509 6.117 -11.019
H 3.561 5.955 -8.896
H 4.658 4.584 -8.886
H 3.919 4.211 -5.179
H 3.172 4.940 -6.592
H 3.608 5.974 -5.184
C 8.631 2.917 0.098
C 8.442 2.676 -1.367
O 7.140 3.119 -1.772
S 6.868 3.231 -3.390
C 7.921 4.703 -3.711
O 7.437 2.125 -4.115
O 5.550 3.715 -3.575
H 9.371 3.687 0.327
H 8.827 1.994 0.641
H 7.754 3.345 0.589
H 9.264 2.999 -2.012
H 8.470 1.601 -1.574
H 8.935 4.481 -4.038
H 8.028 5.281 -2.795
H 7.384 5.285 -4.457
C 2.944 9.124 -11.642
C 2.188 9.628 -12.871
O 1.557 8.532 -13.550
S 1.055 8.881 -15.110
C 2.626 8.611 -15.955
O 0.099 7.860 -15.525
O 0.712 10.295 -15.116
H 2.669 9.652 -10.731
H 3.979 9.252 -11.949
H 2.759 8.085 -11.363
H 1.332 10.267 -12.629
H 2.837 10.244 -13.499
H 2.752 7.561 -16.200
H 3.360 8.949 -15.231
H 2.578 9.159 -16.894
C 3.340 7.658 -2.781
C 2.878 7.311 -1.380
O 3.841 7.106 -0.346
S 5.253 7.855 -0.432
C 5.894 7.642 1.240
O 6.138 7.083 -1.273
O 5.075 9.254 -0.701
H 4.114 6.996 -3.172
H 3.733 8.674 -2.774
H 2.514 7.595 -3.490
H 2.198 8.089 -1.016
H 2.219 6.441 -1.438
H 6.772 8.283 1.175
H 6.264 6.618 1.292
H 5.259 7.817 2.102
C 0.389 -1.215 -6.458
C -0.209 0.183 -6.732
O 0.470 1.036 -5.789
S 0.034 2.640 -5.870
C -1.347 2.524 -4.725
O 1.062 3.485 -5.302
O -0.478 2.949 -7.171
H 0.434 -1.742 -7.413
H -0.330 -1.697 -5.800
H 1.407 -1.174 -6.084
H 0.068 0.526 -7.727
H -1.276 0.062 -6.548
H -2.106 1.968 -5.272
H -1.712 3.548 -4.637
H -1.037 2.140 -3.761
C -1.067 3.729 -14.307
C 0.380 4.160 -14.089
O 1.178 3.319 -14.974
S 2.434 2.536 -14.300
C 3.544 3.927 -13.810
O 2.023 1.895 -13.072
O 3.035 1.718 -15.332
H -1.297 2.727 -13.954
H -1.270 3.871 -15.366
H -1.725 4.422 -13.777
H 0.532 5.155 -14.527
H 0.914 4.318 -13.148
H 3.540 4.718 -14.558
H 4.539 3.493 -13.751
H 3.199 4.294 -12.847
C 3.820 0.400 -6.638
C 4.410 1.179 -5.457
O 3.375 1.559 -4.515
S 3.123 0.494 -3.293
C 1.610 1.306 -2.639
O 2.840 -0.836 -3.790
O 4.206 0.641 -2.346
H 4.582 0.414 -7.417
H 2.941 0.962 -6.958
H 3.532 -0.606 -6.346
H 5.174 0.585 -4.952
H 4.849 2.142 -5.713
H 1.866 1.628 -1.636
H 0.785 0.610 -2.779
H 1.358 2.158 -3.269
C 8.566 10.424 -13.270
C 7.453 10.338 -12.217
O 7.991 10.203 -10.891
S 6.974 10.400 -9.668
C 8.007 9.525 -8.463
O 6.903 11.816 -9.444
O 5.775 9.616 -9.876
H 9.460 9.912 -12.895
H 8.958 11.406 -13.528
H 8.345 9.826 -14.151
H 6.686 11.107 -12.288
H 6.955 9.395 -12.455
H 9.007 9.950 -8.549
H 8.011 8.454 -8.630
H 7.707 9.800 -7.452
C -0.344 9.069 -2.569
C -0.328 8.057 -3.709
O 0.595 8.478 -4.722
S 0.184 8.121 -6.241
C -0.004 6.333 -6.234
O -1.098 8.660 -6.569
O 1.284 8.494 -7.091
H -1.248 8.920 -1.975
H -0.306 10.078 -2.973
H 0.454 8.901 -1.845
H -0.027 7.098 -3.282
H -1.374 7.951 -4.000
H -0.868 6.100 -5.613
H 0.804 5.815 -5.712
H 0.000 5.942 -7.246
*
```

Calculated values
- HOMO (eV) = -10.40
- frontier orbital gap (Eh) = 0.374
- structure (SMILES) = CCOS(C)(=O)=O.CCOS(C)(=O)=O.CCOS(C)(=O)=O.CCOS(C)(=O)=O.CCOS(C)(=O)=O.CCOS(C)(=O)=O.CCOS(C)(=O)=O.CCOS(C)(=O)=O.CCOS(C)(=O)=O.CCOS(C)(=O)=O.CCOS(C)(=O)=O.CCOS(C)(=O)=O

=====

(2)
Density functional theory data (ωB97M-V with the def2-TZVPD basis set) for a molecular structure, C15H21HfIN2O.

```
! RIJCOSX wB97M-V def2-TZVPD def2/J DEFGRID3
* xyz 2 1
C -1.702 2.935 1.992
C -2.582 2.907 0.778
H -2.257 2.514 2.832
H -1.309 3.936 2.229
H -0.850 2.230 1.791
H -2.514 1.845 0.391
H -3.606 3.083 1.063
H -2.281 3.605 -0.030
C 1.007 -1.104 2.878
C 1.556 -2.198 3.524
C 1.656 -3.392 2.807
C 1.173 -3.509 1.503
H 0.791 -0.142 3.371
H 1.903 -2.098 4.554
H 2.097 -4.266 3.266
H 1.225 -4.426 0.916
N 0.712 -1.167 1.547
C 0.596 -2.402 0.875
C -0.070 -2.466 -0.459
N -0.771 -1.355 -0.944
C -1.431 -1.263 -2.136
C -0.745 -3.500 -2.521
C -1.427 -2.360 -2.952
H -1.910 -0.299 -2.328
H -1.948 -2.299 -3.913
C -0.077 -3.571 -1.299
H 0.492 -4.439 -0.957
H -0.715 -4.370 -3.160
Hf -0.438 0.084 0.387
I -2.650 -0.701 1.873
C 1.231 3.723 -1.118
C 0.873 2.348 -1.678
C 2.139 1.612 -2.155
O 0.199 1.545 -0.673
H 1.990 3.608 -0.338
H 0.354 4.206 -0.689
H 1.655 4.388 -1.876
H 0.217 2.479 -2.557
H 2.881 1.609 -1.330
H 1.919 0.566 -2.438
H 2.617 2.105 -3.026
*
```

Calculated values
- HOMO (eV) = -15.62
- frontier orbital gap (Eh) = 0.258

=====

(3)
Density functional theory data (ωB97M-V with the def2-TZVPD basis set) for a molecular structure, C48H49F2MoN7O7.

```
! RIJCOSX wB97M-V def2-TZVPD def2/J DEFGRID3
* xyz 0 3
Mo -0.539 -0.261 0.065
N 2.884 0.422 -0.122
C 3.054 0.524 1.318
C 1.852 0.043 2.131
O 1.984 -0.273 3.287
O 0.671 0.119 1.543
H 3.706 0.057 -0.586
H 2.658 1.310 -0.545
H 3.254 1.547 1.653
H 3.904 -0.074 1.650
C -3.988 0.548 -1.045
C -3.463 1.351 -2.239
C -3.061 0.447 -3.400
C -2.447 2.424 -1.849
C -2.989 3.705 -1.732
C -2.218 4.824 -1.485
C -0.850 4.671 -1.361
C -0.267 3.412 -1.430
C 1.239 3.329 -1.271
C 1.968 4.234 -2.267
C 1.640 3.662 0.169
C -1.065 2.271 -1.629
N -0.414 0.978 -1.593
C 0.161 0.617 -2.824
C -0.029 1.356 -3.999
C 0.568 1.005 -5.199
C 1.399 -0.102 -5.279
C 1.642 -0.832 -4.127
C 1.044 -0.457 -2.943
F 1.393 -1.153 -1.826
H -4.830 -0.071 -1.359
H -4.334 1.215 -0.251
H -3.229 -0.121 -0.638
H -4.315 1.931 -2.607
H -2.266 -0.239 -3.132
H -2.737 1.032 -4.262
H -3.927 -0.144 -3.705
H -4.057 3.822 -1.876
H -2.675 5.801 -1.402
H -0.227 5.539 -1.186
H 1.540 2.307 -1.501
H 1.780 5.289 -2.066
H 1.655 4.020 -3.289
H 3.046 4.072 -2.203
H 1.413 4.706 0.396
H 2.712 3.519 0.329
H 1.094 3.041 0.884
H -0.677 2.221 -3.968
H 0.372 1.605 -6.077
H 1.859 -0.387 -6.215
H 2.299 -1.691 -4.119
C -5.492 1.080 5.705
C -5.189 2.298 4.851
C -4.862 3.516 5.700
C -4.702 4.740 4.815
C -3.704 4.475 3.720
C -3.028 5.510 3.117
C -2.095 5.258 2.115
F -1.459 6.309 1.560
C -1.809 3.992 1.696
C -2.482 2.922 2.297
C -2.180 1.563 1.862
O -1.402 1.426 0.866
C -2.780 0.521 2.588
C -3.703 0.830 3.555
N -4.065 2.064 3.903
C -3.427 3.155 3.305
C -2.497 -0.941 2.381
O -3.011 -1.748 3.132
O -1.739 -1.262 1.387
H -6.261 1.358 6.423
H -4.610 0.755 6.258
H -5.874 0.239 5.129
H -6.067 2.531 4.239
H -3.941 3.321 6.257
H -5.663 3.666 6.422
H -4.385 5.606 5.396
H -5.669 4.992 4.370
H -3.209 6.531 3.427
H -1.092 3.804 0.911
H -4.167 -0.001 4.064
O -2.244 -3.458 -2.250
C -1.897 -2.473 -1.702
N -1.561 -1.465 -1.172
C 9.013 -0.197 -0.117
C 8.167 -1.247 0.551
C 7.028 -1.758 -0.052
C 6.252 -2.739 0.555
C 6.595 -3.219 1.815
N 5.863 -4.205 2.499
C 4.529 -4.562 2.408
O 4.135 -5.628 2.830
N 3.733 -3.597 1.860
C 2.373 -3.692 1.542
C 1.524 -4.712 1.948
C 0.201 -4.637 1.550
C -0.246 -3.556 0.811
N 0.569 -2.567 0.436
C 1.847 -2.661 0.776
C 7.746 -2.720 2.425
C 8.516 -1.760 1.799
H 8.524 0.192 -1.009
H 9.980 -0.603 -0.416
H 9.205 0.640 0.555
H 6.742 -1.403 -1.035
H 5.409 -3.154 0.019
H 6.379 -4.822 3.109
H 4.155 -2.694 1.713
H 1.894 -5.520 2.561
H -0.501 -5.404 1.843
H -1.282 -3.476 0.517
H 2.488 -1.869 0.416
H 8.028 -3.087 3.405
H 9.404 -1.391 2.298
*
```

Calculated values
- HOMO (spin up / spin down) (eV) = -7.70 / -7.84
- ⟨S²⟩ = 2.02
- frontier orbital gap (spin up / spin down) (Eh) = 0.263 / 0.265

=====

no.,strongest force on any atom (hartree/bohr),E (eV)
1,0.086,-242613.477
2,0.104,-30317.513
3,0.014,-82630.581